{
  "formula": "C12H20BF4MnN4O2S2Si",
  "method": "ωB97M-V/def2-TZVPD",
  "orbital_gap_ev": [6.87, 6.90],
  "e_above_lowest_kj_mol": 30.2,
  "energy_ev": -95250.779,
  "multiplicity": 6,
  "total_charge": -1,
  "homo_ev": [-4.488, -4.519],
  "symbols": ["Mn", "O", "N", "C", "C", "C", "C", "C", "S", "H", "H", "H", "H", "C", "Si", "C", "C", "O", "H", "H", "H", "H", "H", "H", "H", "H", "H", "F", "B", "F", "F", "F", "C", "C", "C", "N", "N", "C", "N", "S", "H", "H", "H", "H", "H", "H", "H"],
  "coordinates": [[-0.090, 0.739, -0.128], [1.071, -0.581, -1.279], [2.133, -1.232, -0.799], [3.174, -0.475, -0.391], [4.336, -1.023, 0.074], [4.440, -2.415, 0.131], [3.384, -3.183, -0.279], [2.180, -2.619, -0.764], [0.897, -3.572, -1.295], [3.004, 0.591, -0.437], [5.140, -0.375, 0.391], [5.347, -2.881, 0.495], [3.431, -4.261, -0.251], [-2.838, 3.333, 0.981], [-2.912, 2.456, -0.702], [-3.457, 3.704, -2.024], [-4.279, 1.137, -0.563], [-1.501, 1.805, -1.058], [-3.751, 3.881, 1.226], [-2.002, 4.037, 1.007], [-2.663, 2.595, 1.770], [-4.390, 4.195, -1.734], [-3.620, 3.214, -2.987], [-2.698, 4.476, -2.166], [-5.240, 1.571, -0.272], [-4.005, 0.398, 0.195], [-4.423, 0.606, -1.508], [1.685, 2.256, 0.075], [1.723, 2.300, 1.512], [0.685, 1.326, 1.856], [1.385, 3.537, 1.990], [2.945, 1.858, 1.967], [-2.701, -5.032, 2.303], [-3.076, -3.562, 2.513], [-2.587, -2.692, 1.404], [-1.862, -1.649, 1.543], [-1.529, -1.037, 0.376], [-2.036, -1.623, -0.682], [-1.997, -1.152, -1.947], [-2.988, -3.021, -0.278], [-3.123, -5.646, 3.099], [-1.618, -5.152, 2.297], [-3.083, -5.397, 1.349], [-2.646, -3.186, 3.440], [-4.164, -3.469, 2.577], [-1.460, -0.307, -2.071], [-1.888, -1.842, -2.670]],
  "forces_ev_per_a": [[-0.160, -0.098, -0.126], [-0.378, 0.121, 0.204], [0.412, -0.337, 0.210], [0.173, 0.113, 0.102], [0.043, 0.088, 0.005], [-0.094, -0.140, -0.062], [0.305, 0.232, 0.137], [-0.410, 0.414, -0.274], [-0.336, -0.061, -0.068], [0.003, -0.096, -0.086], [-0.050, 0.047, 0.031], [-0.003, -0.023, 0.004], [-0.060, -0.013, -0.017], [0.037, -0.086, -0.288], [-0.765, 0.261, 0.313], [0.068, -0.148, 0.218], [0.154, 0.198, -0.048], [0.997, -0.713, 0.015], [-0.031, -0.028, -0.028], [0.003, 0.004, -0.001], [-0.003, -0.001, 0.013], [-0.010, -0.002, -0.003], [0.019, -0.029, 0.000], [0.015, -0.005, 0.013], [0.016, 0.042, -0.001], [0.004, 0.003, 0.014], [0.031, 0.002, -0.007], [-0.070, 0.136, -0.064], [-0.027, -0.148, 0.061], [-0.054, -0.040, -0.056], [-0.053, 0.006, -0.054], [-0.028, -0.026, -0.026], [-0.030, 0.141, 0.078], [0.031, -0.189, -0.087], [-0.141, -0.066, -0.523], [0.192, 0.048, 0.528], [0.096, 0.321, -0.735], [-0.360, -0.198, 0.427], [-0.026, -0.053, 0.091], [0.267, 0.180, 0.224], [0.036, -0.029, -0.020], [0.002, -0.024, -0.016], [-0.008, -0.059, 0.013], [-0.031, 0.076, -0.013], [0.018, 0.027, 0.071], [0.035, 0.197, -0.118], [0.169, -0.045, -0.050]],
  "mulliken_spin": [4.80, 0.06, -0.02, 0.00, 0.00, 0.00, 0.00, 0.01, 0.00, 0.00, 0.00, 0.00, 0.00, 0.00, 0.00, 0.00, 0.00, 0.09, 0.00, 0.00, 0.00, 0.00, 0.00, 0.00, 0.00, 0.00, 0.00, 0.01, 0.00, 0.03, 0.00, 0.00, 0.00, 0.00, -0.01, -0.01, 0.03, -0.03, 0.01, 0.00, 0.00, 0.00, 0.00, 0.00, 0.00, 0.00, 0.00]
}